Formula: C40H27F2IMgNO3P
Source: the Open Molecules 2025 dataset
Level of theory: ωB97M-V with the def2-TZVPD basis set

```
76
C40H27F2IMgNO3P ωB97M-V with the def2-TZVPD basis set
Mg 0.35 0.44 -0.20
F -4.49 2.31 -2.08
C -3.38 2.49 -1.32
C -2.39 1.53 -1.30
C -1.28 1.67 -0.49
C -1.17 2.82 0.31
C -2.16 3.80 0.22
F -2.10 4.96 0.92
C -3.27 3.65 -0.58
C -0.04 2.88 1.26
C 0.26 3.97 2.08
C 1.32 3.89 2.96
C 2.10 2.75 2.99
C 1.75 1.71 2.14
N 0.71 1.77 1.34
H -2.51 0.65 -1.93
H -4.02 4.42 -0.63
H -0.31 4.88 2.03
H 1.54 4.73 3.61
H 2.96 2.66 3.63
H 2.33 0.80 2.09
I 1.66 -2.45 0.43
C 1.40 -3.41 2.34
C 2.45 -4.23 2.67
C 2.42 -5.04 3.82
C 1.30 -5.04 4.59
C 0.21 -4.20 4.28
C -0.93 -4.25 5.11
C -1.99 -3.42 4.90
C -1.92 -2.49 3.87
C -0.85 -2.41 3.00
P -1.03 -1.04 1.75
C -1.51 0.30 2.88
C -2.45 1.26 2.51
C -2.67 2.36 3.31
C -1.94 2.53 4.48
C -0.98 1.60 4.84
C -0.76 0.50 4.04
C -2.61 -1.63 1.03
C -3.88 -1.33 1.52
C -5.00 -1.87 0.92
C -4.88 -2.71 -0.17
C -3.62 -3.00 -0.67
C -2.49 -2.46 -0.08
C 0.25 -3.30 3.16
H 3.32 -4.27 2.03
H 3.27 -5.66 4.05
H 1.21 -5.68 5.45
H -0.94 -4.97 5.92
H -2.87 -3.46 5.53
H -2.75 -1.80 3.75
H -2.99 1.16 1.58
H -3.40 3.10 3.02
H -2.13 3.39 5.11
H -0.39 1.74 5.73
H 0.01 -0.22 4.30
H -4.01 -0.67 2.38
H -5.98 -1.63 1.32
H -5.76 -3.14 -0.62
H -3.52 -3.65 -1.53
H -1.51 -2.69 -0.48
O 0.42 1.42 -4.27
C 1.73 1.67 -4.21
C 2.34 2.37 -5.26
C 3.70 2.62 -5.23
C 4.47 2.19 -4.16
C 3.88 1.55 -3.10
C 2.51 1.28 -3.11
C 1.84 0.69 -1.93
O 2.28 0.92 -0.78
O 0.79 0.01 -2.09
H 0.20 0.83 -3.51
H 1.73 2.68 -6.09
H 4.16 3.14 -6.06
H 5.54 2.37 -4.16
H 4.44 1.23 -2.23
```

Results
- Max |F|: 1.70 eV/Å
- Lowest unoccupied orbital energy: -0.3 eV
- Total energy: -77823.4093 eV
- Spin multiplicity: 1
- ΔE to the lowest compared entry with this formula, charge and spin: 0.00 kcal per mole